Record 1
Computed, not measured: a structure of composition C16H16N2O2S2SeTl, with ωB97M-V/def2-TZVPD.

Values from the calculation:
Highest occupied orbital energy   -4.3 eV
LUMO energy   1.966 eV
Energy relative to the best compared isomer or geometry (same formula, charge and spin)   52.35 kJ/mol
Net charge   -1
HOMO-LUMO gap   6.264 eV

Last column: natural (NBO) charge in e.
Positions of all 40 atoms, in Å:
Tl  -0.003  0.509  -0.798  0.93
C  3.684  3.201  0.057  -0.68
C  2.612  2.430  -0.653  0.25
N  2.531  1.158  -0.581  -0.19
O  3.532  0.561  0.186  -0.59
C  1.657  3.121  -1.525  0.02
C  1.855  4.560  -1.892  -0.66
N  0.642  2.450  -2.008  -0.03
O  -0.159  2.934  -2.852  -0.55
H  3.900  2.719  1.008  0.24
H  3.384  4.232  0.228  0.22
H  4.605  3.189  -0.530  0.23
H  3.306  -0.378  0.143  0.49
H  2.887  4.768  -2.183  0.20
H  1.599  5.216  -1.054  0.21
H  1.192  4.793  -2.722  0.25
S  -2.466  1.314  -0.819  -0.16
C  -2.764  1.047  0.884  -0.22
C  -4.044  0.615  1.267  -0.22
C  -4.394  0.467  2.594  -0.25
C  -3.448  0.727  3.584  -0.22
C  -2.169  1.098  3.225  -0.23
C  -1.795  1.263  1.881  -0.17
S  -0.137  1.683  1.524  -0.26
H  -4.770  0.426  0.486  0.21
H  -5.393  0.144  2.860  0.20
H  -3.710  0.629  4.631  0.20
H  -1.418  1.281  3.984  0.21
Se  1.307  -1.834  -0.202  -0.21
C  0.444  -3.478  -0.653  -0.17
C  0.602  -4.051  -1.913  -0.23
C  0.064  -5.302  -2.186  -0.21
C  -0.634  -5.993  -1.206  -0.23
C  -0.800  -5.422  0.049  -0.21
C  -0.266  -4.171  0.325  -0.23
H  1.154  -3.513  -2.672  0.22
H  0.200  -5.745  -3.166  0.20
H  -1.054  -6.968  -1.421  0.20
H  -1.343  -5.959  0.818  0.21
H  -0.389  -3.721  1.301  0.23

Force components x, y, z for each atom (eV/Å):
Tl -0.4 0.3 0.7
C 0.0 -0.1 0.0
C 0.0 0.1 -0.2
N 0.1 -0.3 -0.1
O 0.0 0.2 0.2
C 0.0 0.1 0.0
C 0.0 -0.1 0.0
N 0.1 -0.3 0.2
O -0.1 0.0 0.0
H 0.0 0.0 0.0
H 0.0 0.0 -0.1
H 0.0 0.0 0.0
H 0.0 0.0 0.0
H 0.0 0.0 0.0
H 0.0 0.0 0.0
H 0.0 0.0 0.0
S 0.3 -0.3 -0.5
C -0.2 -0.2 0.1
C 0.1 0.1 -0.1
C 0.0 0.0 0.1
C -0.1 0.0 0.0
C 0.0 0.1 -0.1
C 0.0 -0.1 0.2
S 0.3 0.0 -0.1
H 0.0 0.0 0.0
H 0.0 0.0 0.0
H 0.0 0.0 0.0
H 0.0 0.0 0.0
Se -0.2 0.5 -0.2
C -0.1 0.0 -0.1
C 0.0 0.0 0.0
C 0.0 0.0 0.0
C 0.0 0.0 0.0
C 0.0 0.0 0.0
C 0.0 0.0 0.0
H 0.0 0.0 0.0
H 0.0 0.0 0.0
H 0.0 0.0 0.0
H 0.0 0.0 0.0
H 0.0 0.0 0.0



Record 2
Computed, not measured: an isolated molecule of C16H16N2O4 at a distorted geometry, with ωB97M-V/def2-TZVPD.

Values from the calculation:
Highest occupied orbital energy   -8.5 eV
SMILES   CCCOc1ccccc1NC(=O)c1ccc([N+](=O)[O-])cc1
LUMO energy   -0.815 eV
Energy relative to the best compared isomer or geometry (same formula, charge and spin)   368.52 kJ/mol
HOMO-LUMO gap   7.695 eV

Last column: natural (NBO) charge in e.
Positions of all 38 atoms, in Å:
C  -3.963  -2.574  0.895  -0.61
H  -4.985  -2.544  0.519  0.19
H  -3.717  -1.608  1.328  0.22
C  -2.981  -2.927  -0.215  -0.43
C  -3.027  -1.967  -1.406  -0.05
O  -2.381  -0.737  -1.138  -0.51
C  -3.015  0.279  -0.508  0.39
C  -4.393  0.466  -0.437  -0.31
C  -4.926  1.612  0.125  -0.19
C  -4.100  2.604  0.622  -0.24
C  -2.729  2.430  0.576  -0.20
C  -2.183  1.276  0.036  0.05
N  -0.782  1.112  0.007  -0.61
C  -0.134  0.006  0.463  0.67
O  -0.678  -0.936  0.995  -0.59
C  1.352  0.055  0.272  -0.11
C  2.151  -0.583  1.219  -0.16
C  3.525  -0.587  1.086  -0.20
C  4.097  0.041  -0.014  0.09
C  3.312  0.658  -0.981  -0.21
C  1.939  0.666  -0.834  -0.20
H  1.325  1.120  -1.597  0.22
H  3.791  1.120  -1.832  0.25
N  5.532  0.044  -0.163  0.51
O  6.188  -0.505  0.696  -0.37
O  5.995  0.599  -1.136  -0.37
H  4.163  -1.069  1.811  0.25
H  1.673  -1.072  2.053  0.24
H  -0.239  1.938  -0.194  0.40
H  -2.068  3.187  0.972  0.21
H  -4.518  3.502  1.049  0.22
H  -5.998  1.731  0.163  0.22
H  -5.064  -0.279  -0.833  0.22
H  -2.449  -2.391  -2.234  0.19
H  -4.056  -1.816  -1.750  0.16
H  -1.968  -2.907  0.188  0.23
H  -3.191  -3.932  -0.587  0.20
H  -3.911  -3.321  1.683  0.21

Force components x, y, z for each atom (eV/Å):
C 0.2 -0.1 -0.1
H -0.1 0.0 0.0
H 0.0 0.1 0.1
C -0.1 0.4 -0.1
C 0.0 -0.6 0.0
O 0.0 0.4 0.1
C 0.1 0.4 0.0
C 0.1 -0.3 -0.1
C 0.0 0.1 0.0
C -0.1 0.1 0.0
C 0.0 -0.2 0.0
C -0.3 -0.3 0.0
N 0.0 0.3 -0.2
C 0.2 0.1 0.1
O 0.0 -0.1 0.2
C 0.3 -0.1 0.0
C -0.2 0.1 -0.1
C 0.3 0.1 -0.1
C -1.4 0.0 0.1
C 0.4 0.0 0.1
C -0.1 -0.1 0.2
H 0.0 0.0 -0.1
H 0.0 0.0 0.0
N 0.6 0.0 -0.1
O 0.2 -0.1 0.2
O 0.1 0.1 -0.2
H 0.0 0.0 0.0
H 0.0 0.0 0.1
H 0.0 -0.2 0.0
H 0.1 0.0 0.1
H 0.0 0.1 0.0
H -0.1 0.0 0.0
H 0.0 -0.1 0.0
H -0.2 0.1 0.1
H 0.1 0.0 0.0
H 0.0 -0.1 -0.1
H 0.0 0.0 -0.1
H -0.1 0.0 0.1